Entry 1:
Below is C16H23N3O4S in the gas phase, with properties calculated with ωB97M-V/def2-TZVPD.

Calculated values
Kohn-Sham gap in eV: 8.00
Energy above the lowest of the compared OMol25 structures with the same formula, charge and spin in kcal per mole: 62.24
HOMO level in eV: -8.74

ORCA input file:
```
! wB97M-V def2-TZVPD RIJCOSX def2/J DEFGRID3
* xyz 0 1
C -7.17 1.11 -1.08
C -5.71 0.70 -1.02
C -5.43 -0.18 0.21
N -4.04 -0.57 0.29
C -3.21 -0.08 1.24
O -3.57 0.67 2.12
C -1.79 -0.54 1.14
C -0.80 0.27 1.71
C 0.53 -0.08 1.70
C 0.94 -1.29 1.11
S 2.59 -1.84 1.06
C 3.51 -0.53 1.95
C 3.60 0.79 1.19
O 3.09 1.79 1.68
N 4.23 0.82 0.01
C 4.91 -0.29 -0.63
C 4.18 -0.80 -1.88
C 4.25 2.10 -0.69
C 2.91 2.44 -1.32
C -0.06 -2.10 0.54
N 0.29 -3.32 -0.08
O -0.59 -4.00 -0.57
O 1.48 -3.61 -0.11
C -1.40 -1.73 0.56
H -7.81 0.23 -1.14
H -7.36 1.73 -1.95
H -7.45 1.67 -0.19
H -5.44 0.15 -1.92
H -5.08 1.59 -0.96
H -5.66 0.37 1.12
H -6.05 -1.08 0.17
H -3.67 -1.11 -0.47
H -1.11 1.19 2.18
H 1.25 0.59 2.13
H 4.50 -0.96 2.11
H 3.05 -0.34 2.92
H 5.91 0.04 -0.91
H 5.01 -1.12 0.07
H 3.17 -1.11 -1.63
H 4.14 -0.03 -2.65
H 4.71 -1.65 -2.28
H 5.04 2.06 -1.45
H 4.50 2.87 0.04
H 2.15 2.53 -0.54
H 2.98 3.39 -1.84
H 2.60 1.67 -2.03
H -2.11 -2.43 0.13
*
```


Entry 2:
Below is 3 unconnected molecules or ions with the total composition C8H18N4, with properties calculated with ωB97M-V/def2-TZVPD.

Calculated values
Kohn-Sham gap in eV: 6.39
Energy above the lowest of the compared OMol25 structures with the same formula, charge and spin in kcal per mole: 164.78
HOMO level in eV: -13.53

ORCA input file:
```
! wB97M-V def2-TZVPD RIJCOSX def2/J DEFGRID3
* xyz 2 1
C -7.28 -2.01 1.88
C 8.61 0.65 -2.89
C 10.23 2.41 -3.64
C 10.62 1.19 -1.48
C -9.26 -0.72 2.41
C -7.11 0.41 2.29
C -5.66 -2.28 3.21
C 9.82 1.42 -2.67
N -7.65 -1.52 -0.24
N -8.11 -0.55 0.32
N -7.15 -2.42 0.61
N -7.92 -0.72 1.79
H 7.89 0.91 -2.10
H 8.79 -0.42 -2.73
H 8.14 0.82 -3.85
H 10.99 3.09 -3.28
H 10.65 1.88 -4.51
H 9.38 2.95 -4.06
H 11.67 1.06 -1.75
H 10.27 0.37 -0.87
H 10.63 2.11 -0.88
H -9.16 -0.77 3.50
H -9.78 0.19 2.13
H -9.83 -1.58 2.07
H -6.10 0.35 1.89
H -7.58 1.34 1.95
H -7.07 0.39 3.37
H -5.31 -3.29 3.05
H -5.98 -2.00 4.20
H -6.75 -3.29 0.29
*
```


Entry 3:
Below is a molecular structure, C51H96Br18Hg2N5O5, with properties calculated with ωB97M-V/def2-TZVPD.

Calculated values
Kohn-Sham gap in eV: 1.48
Energy above the lowest of the compared OMol25 structures with the same formula, charge and spin in kcal per mole: 266.88
HOMO level in eV: -3.31

ORCA input file:
```
! wB97M-V def2-TZVPD RIJCOSX def2/J DEFGRID3
* xyz -1 1
Hg -0.99 -2.32 -1.32
Hg 1.68 -0.45 4.67
C -5.01 -6.12 -0.36
C -5.74 -6.30 -1.79
C -7.23 -5.91 -1.41
C -8.15 -5.71 -2.60
C -7.53 -4.78 -3.68
C -6.04 -5.11 -4.12
N -5.23 -5.36 -2.91
O -3.84 -5.60 -3.22
C -5.69 -3.89 -4.99
C -6.21 -6.29 -5.05
C -5.70 -7.79 -2.12
H -5.11 -5.09 -0.02
H -3.94 -6.34 -0.39
H -5.35 -6.81 0.42
H -7.31 -4.99 -0.84
H -7.76 -6.68 -0.85
H -9.13 -5.41 -2.23
H -8.23 -6.70 -3.05
H -7.50 -3.78 -3.25
H -8.21 -4.59 -4.51
H -6.28 -3.63 -5.87
H -4.73 -4.10 -5.47
H -5.58 -2.96 -4.43
H -5.27 -6.65 -5.48
H -6.82 -5.93 -5.88
H -6.64 -7.16 -4.55
H -6.57 -8.13 -2.68
H -5.84 -8.28 -1.16
H -4.75 -8.05 -2.57
C 3.84 -4.69 -5.74
C 4.23 -3.31 -6.30
C 5.02 -3.66 -7.55
C 5.43 -2.47 -8.47
C 4.16 -1.73 -8.90
C 3.33 -1.35 -7.66
N 3.08 -2.48 -6.75
O 2.04 -2.17 -5.82
C 1.99 -0.93 -8.28
C 3.96 -0.08 -6.99
C 5.19 -2.62 -5.34
H 4.72 -5.04 -5.19
H 3.59 -5.48 -6.44
H 3.25 -4.65 -4.82
H 4.63 -4.38 -8.27
H 5.96 -4.15 -7.27
H 6.01 -2.77 -9.34
H 6.07 -1.77 -7.94
H 3.56 -2.32 -9.60
H 4.52 -0.89 -9.49
H 1.31 -0.39 -7.62
H 1.36 -1.74 -8.65
H 2.11 -0.35 -9.20
H 3.86 0.64 -7.81
H 5.02 -0.16 -6.75
H 3.34 0.24 -6.15
H 5.89 -1.86 -5.68
H 5.89 -3.34 -4.91
H 4.59 -2.27 -4.50
C 2.15 -7.14 3.99
C 2.58 -5.85 4.69
C 3.35 -6.32 5.97
C 4.80 -6.83 5.70
C 5.58 -5.74 5.11
C 4.89 -5.16 3.85
N 3.46 -4.86 3.98
O 2.78 -4.34 2.79
C 5.22 -6.17 2.77
C 5.68 -3.81 3.40
C 1.37 -5.07 5.16
H 2.74 -8.04 4.16
H 2.30 -6.95 2.92
H 1.15 -7.48 4.25
H 2.82 -7.21 6.29
H 3.34 -5.57 6.76
H 4.91 -7.67 5.01
H 5.33 -7.14 6.59
H 6.55 -6.14 4.82
H 5.88 -4.98 5.83
H 4.98 -5.84 1.76
H 4.85 -7.17 2.97
H 6.30 -6.30 2.75
H 6.76 -3.86 3.53
H 5.32 -2.96 3.98
H 5.50 -3.46 2.39
H 1.50 -4.24 5.85
H 0.83 -5.77 5.80
H 0.86 -4.67 4.28
C -3.89 3.73 0.61
C -3.25 2.82 -0.46
C -3.26 3.46 -1.84
C -2.32 4.66 -1.99
C -0.90 4.22 -1.70
C -0.66 3.40 -0.37
N -1.82 2.43 -0.14
O -1.66 1.49 0.99
C -0.53 4.40 0.87
C 0.70 2.68 -0.62
C -4.09 1.56 -0.67
H -4.19 3.20 1.51
H -4.76 4.31 0.28
H -3.27 4.59 0.88
H -4.30 3.66 -2.10
H -2.94 2.81 -2.65
H -2.55 5.39 -1.20
H -2.43 5.05 -3.00
H -0.43 5.20 -1.62
H -0.46 3.84 -2.62
H -1.21 5.23 1.05
H 0.45 4.85 0.80
H -0.51 3.85 1.81
H 1.50 3.39 -0.83
H 0.62 1.95 -1.43
H 0.97 2.11 0.27
H -5.09 1.83 -0.98
H -4.10 1.01 0.28
H -3.59 1.06 -1.50
C 4.50 3.69 6.69
C 3.52 4.16 7.80
C 3.11 5.57 7.35
C 1.87 6.24 7.94
C 0.77 5.17 8.15
C 1.15 3.75 8.72
N 2.38 3.23 8.02
O 2.77 1.90 8.30
C -0.11 2.79 8.39
C 1.16 3.79 10.26
C 4.35 4.40 9.13
H 4.03 3.62 5.71
H 4.94 2.75 7.01
H 5.34 4.30 6.39
H 2.93 5.59 6.27
H 3.95 6.23 7.54
H 1.57 7.12 7.37
H 2.18 6.49 8.96
H 0.22 5.05 7.22
H 0.09 5.71 8.82
H 0.01 1.75 8.69
H -0.17 2.84 7.30
H -1.07 3.19 8.70
H 2.00 4.31 10.72
H 1.21 2.78 10.68
H 0.22 4.19 10.63
H 4.35 3.52 9.77
H 3.87 5.15 9.77
H 5.38 4.65 8.88
C -7.47 0.55 7.04
Br -6.90 -1.27 6.53
Br -7.89 0.72 9.00
Br -8.87 1.21 5.81
H -6.59 1.16 6.84
C -8.08 3.99 -8.10
Br -8.68 2.81 -6.63
Br -6.51 3.13 -9.13
Br -7.50 5.85 -7.52
H -8.91 4.19 -8.78
C -10.02 9.33 -0.24
Br -11.01 9.97 -1.80
Br -10.24 10.68 1.19
Br -8.15 9.23 -0.69
H -10.38 8.35 0.10
C 11.14 1.64 -2.65
Br 11.26 -0.31 -2.50
Br 9.44 2.13 -1.72
Br 10.95 2.18 -4.58
H 12.00 2.07 -2.13
C -1.52 12.98 -0.80
Br -1.15 12.07 -2.53
Br -0.95 11.97 0.74
Br -3.37 13.76 -0.67
H -0.83 13.82 -0.74
C 4.17 7.77 -7.82
Br 2.34 8.44 -8.33
Br 4.40 7.59 -5.86
Br 5.55 8.86 -8.70
H 4.21 6.79 -8.30
*
```


Entry 4:
Below is a molecular structure, C37H49BrGeN6O7Si3Ti, with properties calculated with ωB97M-V/def2-TZVPD.

Calculated values
Kohn-Sham gap (alpha / beta) in eV: 5.63 / 7.02
Energy above the lowest of the compared OMol25 structures with the same formula, charge and spin in kcal per mole: 5.90
HOMO level (alpha / beta) in eV: -3.47 / -5.76

ORCA input file:
```
! wB97M-V def2-TZVPD RIJCOSX def2/J DEFGRID3
* xyz -1 4
Ti -0.58 -0.01 0.10
O -0.70 -3.64 -1.53
C -0.15 -2.65 -1.07
N -0.12 -2.20 0.20
C -0.33 -2.99 1.29
O -0.29 -4.20 1.35
C -0.59 -2.16 2.52
C -1.29 -2.74 3.57
C -1.68 -1.94 4.63
C -1.33 -0.60 4.62
C -0.59 -0.12 3.55
N -0.22 -0.88 2.52
C 0.61 -1.70 -1.98
C 1.12 -2.17 -3.17
C 1.90 -1.31 -3.93
C 2.11 -0.03 -3.47
C 1.52 0.37 -2.27
N 0.77 -0.46 -1.54
H -1.54 -3.78 3.51
H -2.27 -2.35 5.44
H -1.63 0.08 5.41
H -0.28 0.91 3.51
H 0.91 -3.19 -3.47
H 2.33 -1.63 -4.87
H 2.71 0.68 -4.02
H 1.59 1.38 -1.89
O -4.42 1.01 1.92
C -5.05 -0.17 2.01
C -6.26 -0.23 2.70
C -6.93 -1.43 2.83
C -6.41 -2.60 2.29
C -5.20 -2.53 1.60
C -4.53 -1.34 1.44
C -3.23 -1.28 0.66
O -2.37 -0.33 1.11
N -3.55 -0.98 -0.77
N -2.52 -0.45 -1.48
C -2.58 -0.59 -2.76
C -1.73 0.11 -3.72
Br -1.30 1.91 -3.29
C -1.38 -0.35 -4.93
C -1.61 -1.69 -5.48
C -1.72 -1.81 -6.87
C -1.92 -3.03 -7.48
C -2.00 -4.19 -6.71
C -1.87 -4.09 -5.33
C -1.67 -2.86 -4.72
H -3.51 0.80 1.56
H -6.65 0.68 3.13
H -7.87 -1.46 3.37
H -6.92 -3.54 2.41
H -4.76 -3.44 1.19
H -2.78 -2.30 0.69
H -4.04 -1.73 -1.25
H -3.37 -1.21 -3.20
H -0.88 0.34 -5.60
H -1.66 -0.91 -7.48
H -2.02 -3.09 -8.56
H -2.14 -5.15 -7.18
H -1.89 -4.98 -4.72
H -1.51 -2.85 -3.65
C 5.07 -0.06 3.42
Si 3.23 -0.36 3.07
C 2.41 -0.59 4.75
C 3.14 -1.97 2.10
Ge 2.41 1.47 1.79
Si 4.13 1.95 0.19
C 4.76 0.35 -0.59
C 3.67 3.19 -1.15
C 5.59 2.78 1.07
Si 1.87 3.45 3.00
C 3.34 3.80 4.15
C 0.36 3.32 4.11
C 1.60 4.93 1.88
H 5.43 -0.85 4.09
H 5.27 0.91 3.90
H 5.65 -0.12 2.50
H 3.11 -1.14 5.39
H 1.49 -1.17 4.68
H 2.18 0.36 5.25
H 3.19 -2.83 2.77
H 3.97 -2.03 1.40
H 2.21 -2.04 1.53
H 3.99 -0.42 -0.65
H 5.59 -0.05 -0.01
H 5.12 0.54 -1.60
H 2.92 2.84 -1.86
H 4.58 3.44 -1.69
H 3.27 4.10 -0.70
H 6.01 2.21 1.89
H 5.31 3.78 1.43
H 6.38 2.92 0.32
H 3.59 2.92 4.75
H 3.07 4.61 4.83
H 4.23 4.10 3.60
H 0.48 2.57 4.90
H -0.55 3.10 3.55
H 0.22 4.29 4.60
H 2.38 5.03 1.13
H 1.60 5.83 2.49
H 0.65 4.87 1.35
O -1.08 4.17 -0.66
N -0.54 3.11 -0.39
O 0.67 2.91 -0.63
O -1.20 2.18 0.16
*
```


Entry 5:
Below is C2H3F2NO in the gas phase, with properties calculated with ωB97M-V/def2-TZVPD.

Calculated values
Kohn-Sham gap in eV: 11.06
Energy above the lowest of the compared OMol25 structures with the same formula, charge and spin in kcal per mole: 17.07
HOMO level in eV: -10.28

ORCA input file:
```
! wB97M-V def2-TZVPD RIJCOSX def2/J DEFGRID3
* xyz 0 1
N -1.11 0.19 -0.78
C -0.44 0.53 0.31
O -0.59 1.48 1.00
C 0.86 -0.47 0.59
F 0.62 -1.69 1.01
F 1.41 -0.61 -0.65
H -0.78 -0.47 -1.52
H -1.60 0.95 -1.30
H 1.64 0.11 1.33
*
```


Entry 6:
Below is a molecular structure, C34H24Cl2Cu2F24N8O24S8, with properties calculated with ωB97M-V/def2-TZVPD.

Calculated values
Kohn-Sham gap (alpha / beta) in eV: 2.01 / 3.52
HOMO level (alpha / beta) in eV: -2.72 / -6.04

ORCA input file:
```
! wB97M-V def2-TZVPD RIJCOSX def2/J DEFGRID3
* xyz -1 4
Cu 23.49 -7.96 -15.84
Cu 19.49 -5.08 -18.53
C 20.75 -4.78 -13.99
F 21.47 -4.26 -12.95
F 20.50 -6.01 -13.73
F 19.63 -4.03 -14.34
S 21.92 -4.57 -15.55
O 22.78 -3.43 -15.21
O 22.59 -5.85 -15.66
N 20.70 -4.30 -16.89
S 20.66 -2.77 -17.06
O 19.64 -2.72 -18.09
O 20.49 -1.98 -15.85
C 22.35 -2.18 -17.93
F 22.01 -1.41 -18.92
F 23.02 -1.53 -16.99
F 23.16 -3.14 -18.31
C 16.39 -6.23 -16.17
F 15.13 -6.01 -15.65
F 17.38 -5.89 -15.35
F 16.51 -7.56 -16.42
S 16.47 -5.19 -17.80
O 15.10 -4.96 -18.20
O 17.29 -4.05 -17.53
N 17.62 -6.03 -18.89
S 16.67 -6.75 -19.88
O 15.65 -7.53 -19.19
O 16.22 -5.87 -20.98
C 17.87 -7.95 -20.81
F 18.18 -9.00 -20.05
F 17.34 -8.36 -21.91
F 18.99 -7.25 -21.09
C 26.66 -7.30 -18.76
F 27.89 -7.52 -19.24
F 26.53 -5.97 -18.37
F 25.66 -7.64 -19.62
S 26.31 -8.39 -17.17
O 25.18 -9.22 -17.58
O 27.52 -9.08 -16.79
N 25.49 -7.37 -15.99
S 26.71 -6.80 -15.21
O 27.05 -7.68 -14.08
O 27.80 -6.33 -16.09
C 25.95 -5.19 -14.60
F 25.04 -4.67 -15.46
F 25.22 -5.44 -13.53
F 26.94 -4.25 -14.32
C 22.01 -9.17 -19.81
F 23.24 -9.57 -19.58
F 21.89 -8.73 -21.05
F 21.12 -10.20 -19.68
S 21.67 -7.78 -18.42
O 22.91 -6.98 -18.43
O 20.52 -6.97 -18.84
N 21.68 -8.43 -16.83
S 20.16 -8.63 -16.59
O 19.51 -7.32 -16.40
O 19.52 -9.54 -17.51
C 20.05 -9.37 -14.83
F 20.64 -8.58 -13.98
F 18.76 -9.43 -14.43
F 20.56 -10.62 -14.74
Cl 18.70 -10.84 -10.00
C 18.34 -11.25 -11.67
C 17.63 -12.61 -11.82
Cl 18.81 -13.88 -11.52
H 19.18 -11.20 -12.36
H 17.70 -10.45 -12.04
H 17.20 -12.89 -12.78
H 16.94 -12.83 -11.00
C 22.90 -14.79 -13.19
C 23.25 -13.55 -12.66
C 23.49 -12.44 -13.51
C 23.17 -12.66 -14.89
C 22.86 -13.90 -15.36
C 22.61 -15.00 -14.51
N 23.17 -11.44 -15.82
O 22.44 -11.40 -16.82
O 23.69 -10.40 -15.44
H 22.87 -15.65 -12.54
H 23.42 -13.58 -11.60
H 23.93 -11.61 -12.98
H 22.46 -14.09 -16.35
H 22.13 -15.92 -14.81
C 24.14 -6.17 -23.92
C 23.72 -6.64 -22.70
C 22.91 -5.89 -21.85
C 22.58 -4.57 -22.13
C 22.95 -4.13 -23.36
C 23.73 -4.90 -24.21
N 21.65 -3.88 -21.27
O 21.47 -2.67 -21.45
O 21.14 -4.46 -20.28
H 24.73 -6.76 -24.61
H 23.92 -7.66 -22.39
H 22.66 -6.23 -20.86
H 22.64 -3.15 -23.69
H 24.02 -4.46 -25.15
C 25.37 -11.34 -10.19
C 24.44 -10.47 -9.58
C 23.98 -9.40 -10.30
C 24.37 -9.14 -11.61
C 25.54 -9.79 -12.00
C 26.00 -10.89 -11.30
N 23.59 -8.13 -12.39
O 22.78 -7.40 -11.83
O 23.55 -8.23 -13.66
H 25.71 -12.22 -9.67
H 24.00 -10.71 -8.62
H 23.16 -8.82 -9.91
H 26.05 -9.42 -12.88
H 26.89 -11.31 -11.74
C 21.80 -14.93 -19.02
C 22.06 -13.54 -18.80
C 23.28 -13.09 -19.27
C 24.20 -13.93 -19.83
C 23.90 -15.26 -19.92
C 22.71 -15.75 -19.62
N 25.43 -13.46 -20.47
O 25.65 -12.32 -20.22
O 26.05 -14.22 -21.22
H 20.85 -15.32 -18.68
H 21.38 -12.87 -18.29
H 23.43 -12.02 -19.27
H 24.66 -15.93 -20.31
H 22.56 -16.82 -19.73
*
```